Entry 1:
Below is C3H6FNO in the gas phase, with properties calculated with wB97M-V/def2-TZVPD.

XYZ file:
```
12
Properties=species:S:1:pos:R:3:forces:R:3:nbo_charge:R:1
N 1.78826 -0.04274 -0.00822 0.98 -2.15 -1.16 -0.817
C 0.41606 -0.09685 -0.49269 0.26 0.18 0.51 -0.122
C -0.56354 0.58439 0.39531 -0.65 1.14 -1.85 0.035
O -1.45378 1.35741 -0.32525 -1.56 0.71 0.37 -0.691
C -0.58617 -0.86150 0.32797 -0.08 -0.83 -0.33 0.164
F -1.62133 -1.49422 -0.30415 0.16 -0.03 0.04 -0.333
H 2.11446 -1.03902 -0.03293 -0.20 0.99 0.43 0.350
H 2.41205 0.33803 -0.73341 -0.57 0.36 0.41 0.364
H 0.17350 -0.01178 -1.55697 0.10 -0.09 0.36 0.219
H -0.18680 1.00807 1.26486 0.71 0.74 1.53 0.182
H -2.22717 1.59000 0.23211 0.66 -0.34 -0.52 0.474
H -0.26554 -1.33178 1.23337 0.17 -0.69 0.21 0.175
```
Positions in Å, forces in eV/Å.

Output
SMILES: N[C@@H]1[C@@H](O)[C@H]1F
LUMO level, eV: 0.928
HOMO energy, eV: -9.494

=====

Entry 2:
Below is 2 unconnected molecules or ions with the total composition C3H6FNO, with properties calculated with wB97M-V/def2-TZVPD.

XYZ file:
```
12
Properties=species:S:1:pos:R:3:forces:R:3:lowdin_spin:R:1
C -0.56277 -1.16525 -1.07134 -0.49 1.29 -1.70 0.002
C -0.78985 -1.50653 0.32045 -0.29 -1.32 0.12 0.006
C 0.06754 1.98983 1.03023 -2.04 6.10 2.89 1.304
N 1.04375 1.52977 0.35668 6.80 -1.69 -4.39 0.405
O 0.51889 -1.29286 -0.15483 0.79 0.01 -0.44 0.002
F 0.29330 3.39011 1.26501 -1.42 -2.00 0.21 0.221
H -0.77703 -1.99951 -1.77877 0.71 0.74 0.37 0.000
H -0.62826 -0.11458 -1.52827 -0.28 -1.63 0.94 0.002
H -0.91416 -2.59698 0.41220 -0.55 0.59 0.60 0.000
H -1.18499 -0.86650 1.09153 0.02 0.26 0.03 0.006
H 1.97889 2.05490 -0.02290 -3.68 -1.48 1.72 0.033
H 0.95468 0.57760 0.08000 0.44 -0.85 -0.35 0.018
```
Positions in Å, forces in eV/Å.

Output
⟨S²⟩: 2.0043
LUMO level (alpha / beta), eV: 1.041 / -1.582
HOMO energy (alpha / beta), eV: -5.696 / -10.921
2S+1: 3

=====

Strongest force on any atom per entry: 2.63, 8.27 eV/Å
Energy relative to the best compared isomer or geometry (same formula, charge and spin) per entry: 51.9, 85.9 kcal per mole